Entry from the OMol25 dataset: a single C5H13NO molecule at a distorted geometry (the ωB97M-V functional and the def2-TZVPD basis).

Geometry (Å):
1 O 0.52 0.93 2.57
2 N 0.27 0.09 -1.63
3 C 0.61 0.24 1.45
4 C 1.11 -1.26 1.88
5 C -0.46 0.64 -2.91
6 C -0.78 -0.35 -0.74
7 C -0.72 0.20 0.71
8 H -0.82 -1.44 -0.75
9 H -1.79 -0.14 -1.14
10 H 1.27 0.74 0.70
11 H 0.64 0.94 -1.27
12 H -1.36 1.08 0.60
13 H 1.80 -1.12 2.74
14 H -0.45 -0.30 -3.46
15 H -1.43 -0.29 1.38
16 H 0.09 -1.80 2.17
17 H 0.08 1.44 -3.53
18 H 1.27 1.35 3.00
19 H 1.61 -1.73 0.95
20 H -1.44 0.77 -2.70

Calculated values
- Orbital gap: 10.0 eV
- Charge: 0
- Structure (SMILES): CNCC[C@H](C)O
- ΔE to the lowest compared entry with this formula, charge and spin: 73.5 kcal/mol
- E_HOMO: -9.18 eV
- Total energy: -8930.824 eV
- Strongest force on any atom: 5.40 eV/Å

***

Entry from the OMol25 dataset: a single C6H7N3O2 molecule at a distorted geometry (the ωB97M-V functional and the def2-TZVPD basis).

Geometry (Å):
1 O 3.93 -1.02 0.44
2 O 2.37 2.65 0.61
3 N 1.97 1.66 -0.12
4 N 2.78 -0.63 -0.01
5 N 2.82 0.65 -0.48
6 C 0.79 -2.22 0.13
7 C 1.76 -1.36 0.08
8 C -0.45 1.71 -0.97
9 C 0.83 1.76 -0.75
10 C -1.57 0.72 0.97
11 C -1.44 0.83 -0.33
12 H 0.10 -2.09 0.95
13 H -2.16 -0.17 1.36
14 H -0.87 2.08 -1.88
15 H 0.75 -2.99 -0.55
16 H 3.77 0.97 -0.52
17 H -1.99 0.31 -1.17
18 H -0.96 1.22 1.70

Calculated values
- Orbital gap: 9.2 eV
- Charge: 0
- Structure (SMILES): C=C=[N+]([O-])N[N+]([O-])=C=CC=C
- ΔE to the lowest compared entry with this formula, charge and spin: 254.1 kcal/mol
- E_HOMO: -9.09 eV
- Total energy: -14889.511 eV
- Strongest force on any atom: 3.68 eV/Å

***

Entry from the OMol25 dataset: a molecular structure, C3H9N3S at a distorted geometry (the ωB97M-V functional and the def2-TZVPD basis).

Geometry (Å):
1 S -1.65 -0.34 -0.69
2 N -0.68 2.22 1.02
3 N -0.06 -0.37 -0.46
4 N 0.41 1.83 0.28
5 C 2.15 -0.06 0.26
6 C 0.70 0.47 0.21
7 C -1.73 -2.14 -1.01
8 H -1.32 3.06 0.27
9 H -2.05 -2.74 0.14
10 H 2.69 0.07 -0.85
11 H 1.18 2.33 0.88
12 H 2.83 0.55 1.17
13 H -0.73 -2.57 -1.57
14 H -1.09 1.41 1.42
15 H -2.73 -2.34 -1.76
16 H 2.09 -1.39 0.67

Calculated values
- Orbital gap: 8.3 eV
- Charge: 0
- ΔE to the lowest compared entry with this formula, charge and spin: 161.1 kcal/mol
- E_HOMO: -7.66 eV
- Total energy: -18555.695 eV
- Strongest force on any atom: 6.22 eV/Å

***

Entry from the OMol25 dataset: 2 unconnected molecules or ions with the total composition CH2FN2O3 at a distorted geometry (the ωB97M-V functional and the def2-TZVPD basis).

Geometry (Å):
1 F 1.24 -1.31 1.01
2 O -1.49 0.57 -1.23
3 O -2.02 -0.08 0.81
4 O 1.92 -0.41 -0.84
5 N -1.25 0.48 0.02
6 N -0.07 0.85 0.47
7 C 1.08 -0.80 -0.10
8 H 0.13 -1.20 -0.43
9 H 0.46 1.91 0.28

Calculated values
- Orbital gap: 8.4 eV
- Charge: -1
- ΔE to the lowest compared entry with this formula, charge and spin: 32.8 kcal/mol
- E_HOMO: -3.97 eV
- Total energy: -12905.843 eV
- Strongest force on any atom: 6.54 eV/Å

***

Entry from the OMol25 dataset: a single C21H17BrN2O3 molecule at a distorted geometry (the ωB97M-V functional and the def2-TZVPD basis).

Geometry (Å):
1 Br 3.11 -6.05 -2.56
2 O 2.13 -1.31 1.44
3 O 1.75 -3.83 -1.25
4 O -0.60 -0.31 -3.49
5 N 0.63 -0.95 -0.15
6 N -1.71 0.65 -1.76
7 C 0.91 2.89 -0.03
8 C 1.70 -3.23 0.06
9 C 2.44 -5.43 0.27
10 C -3.03 1.21 3.90
11 C -0.73 -0.24 -2.23
12 C 0.39 0.48 0.37
13 C -2.07 0.87 -0.34
14 C 1.45 3.97 -0.68
15 C -1.12 0.64 0.63
16 C 2.32 -5.09 -1.04
17 C -3.83 1.00 1.43
18 C 1.62 -1.81 0.41
19 C -2.81 0.95 2.37
20 C -3.40 1.06 0.07
21 C 2.20 2.54 -2.46
22 C -0.10 -1.31 -1.37
23 C 1.73 1.37 -1.77
24 C 0.99 1.61 -0.51
25 C -1.52 0.67 1.95
26 C 1.97 3.83 -1.96
27 C 2.17 -4.21 0.98
28 H 2.11 -4.12 2.06
29 H -4.18 1.25 -0.68
30 H 2.09 4.80 -2.56
31 H -1.81 1.50 -2.30
32 H -2.24 1.86 4.25
33 H -4.01 1.61 4.19
34 H -0.73 0.61 2.77
35 H 0.59 3.04 0.98
36 H -0.81 -2.07 -1.13
37 H 0.55 -1.86 -2.12
38 H 1.77 0.44 -2.36
39 H -2.96 0.22 4.36
40 H 2.99 -6.26 0.71
41 H 0.77 0.72 1.38
42 H 1.43 4.98 -0.20
43 H 2.71 2.49 -3.41
44 H -4.82 0.81 1.79

Calculated values
- Orbital gap: 8.9 eV
- Charge: 0
- Structure (SMILES): Cc1ccc2c(c1)[C@H](c1ccccc1)N(C(=O)c1ccc(Br)o1)CC(=O)N2
- ΔE to the lowest compared entry with this formula, charge and spin: 85.8 kcal/mol
- E_HOMO: -8.93 eV
- Total energy: -101215.078 eV
- Strongest force on any atom: 5.07 eV/Å

***

Entry from the OMol25 dataset: a single C22H27NO4 molecule at a distorted geometry (the ωB97M-V functional and the def2-TZVPD basis).

Geometry (Å):
1 O 1.91 3.46 0.93
2 O -1.68 1.60 1.12
3 O 2.95 1.44 0.86
4 O -0.36 3.39 1.57
5 N -1.63 -2.58 0.16
6 C 0.05 -0.91 0.91
7 C -3.42 -3.81 -0.94
8 C 2.02 0.98 -2.05
9 C -1.07 -1.83 1.11
10 C -1.61 -1.89 2.51
11 C 2.89 0.68 -3.11
12 C -2.37 -3.44 -2.00
13 C -1.27 -2.64 -1.28
14 C 3.35 -0.63 -3.35
15 C 0.84 5.52 1.61
16 C 0.67 4.20 0.86
17 C 0.58 1.53 0.39
18 C 1.43 -0.04 -1.29
19 C 1.92 2.11 0.70
20 C -2.89 -3.28 0.40
21 C 1.86 -1.36 -1.56
22 C 0.33 0.27 -0.24
23 C 2.86 -1.62 -2.47
24 C -0.54 -1.17 3.33
25 C 0.49 -0.60 2.35
26 C 0.23 4.48 -0.56
27 C -0.58 2.18 1.01
28 H -1.20 -1.61 -1.64
29 H 1.59 6.13 1.10
30 H -2.79 -2.81 -2.78
31 H -0.72 0.25 -0.72
32 H 0.10 3.56 -1.15
33 H 4.07 -0.87 -4.12
34 H 3.27 1.47 -3.77
35 H -3.64 -2.59 0.83
36 H -4.37 -3.34 -1.19
37 H 1.41 -1.10 2.61
38 H -0.27 -3.08 -1.40
39 H 3.28 -2.66 -2.52
40 H -0.11 -1.88 4.04
41 H -2.59 -1.42 2.56
42 H 0.65 0.47 2.45
43 H 1.44 -2.23 -1.04
44 H -0.10 6.09 1.61
45 H -0.99 -0.40 3.96
46 H -1.77 -2.89 2.91
47 H 1.14 5.37 2.65
48 H 0.87 -1.42 0.30
49 H -2.81 -4.10 1.14
50 H -3.57 -4.89 -0.90
51 H -0.72 5.04 -0.52
52 H -1.92 -4.31 -2.46
53 H 1.79 2.03 -1.88
54 H 1.00 5.12 -1.03

Calculated values
- Orbital gap: 6.6 eV
- Charge: 0
- ΔE to the lowest compared entry with this formula, charge and spin: 81.8 kcal/mol
- E_HOMO: -6.80 eV
- Total energy: -32930.060 eV
- Strongest force on any atom: 3.02 eV/Å

***

Question: What is the formula in the second record?
Answer: C6H7N3O2